A cluster of 9 separate species, C30H68N8O12S in total, computed with ωB97M-V/def2-TZVPD.

Properties
Energy above the lowest of the compared OMol25 structures with the same formula, charge and spin: 0.000 eV
SMILES: O=S1(=O)CCC[C@H](CCO)O1.CNC(C)=O.CNC(C)=O.CNC(C)=O.CNC(C)=O.CNC(C)=O.CNC(C)=O.CNC(C)=O.CNC(C)=O

Last column: Löwdin charge in e.
Atoms and positions in Å:
O  0.98  -0.02  0.55  -0.284
S  1.66  0.41  -0.64  0.607
O  2.71  -0.41  -1.16  -0.282
C  2.34  2.02  -0.30  -0.199
C  1.41  3.20  -0.56  -0.189
C  0.75  3.04  -1.92  -0.136
C  -0.13  1.81  -2.07  -0.289
C  -1.48  1.83  -1.37  -0.110
C  -1.60  1.52  0.12  -0.255
O  -2.93  1.77  0.55  -0.069
O  0.61  0.56  -1.80  -0.199
H  3.24  2.09  -0.92  0.106
H  2.63  1.93  0.74  0.112
H  2.03  4.10  -0.58  0.118
H  0.68  3.34  0.24  0.107
H  0.10  3.89  -2.13  0.109
H  1.52  3.03  -2.69  0.128
H  -0.35  1.74  -3.14  0.125
H  -2.11  1.09  -1.88  0.128
H  -1.92  2.81  -1.56  0.103
H  -0.92  2.12  0.73  0.107
H  -1.41  0.47  0.31  0.108
H  -3.14  2.69  0.31  0.062
C  0.94  -2.83  2.03  -0.075
N  0.49  -2.57  3.39  0.021
C  0.00  -3.44  4.29  -0.524
C  -0.11  -4.89  3.89  -0.001
O  -0.33  -3.05  5.41  0.008
H  1.99  -2.56  1.91  0.086
H  0.36  -2.26  1.32  0.065
H  0.83  -3.89  1.81  0.072
H  0.54  -1.61  3.71  0.141
H  -0.49  -5.45  4.74  0.053
H  -0.78  -5.01  3.04  0.086
H  0.87  -5.30  3.62  0.087
C  -3.92  7.27  -2.30  -0.080
N  -3.56  6.17  -1.44  0.030
C  -2.34  5.76  -1.06  -0.533
C  -1.15  6.55  -1.56  -0.007
O  -2.19  4.79  -0.32  0.019
H  -4.56  7.98  -1.77  0.085
H  -4.48  6.90  -3.16  0.064
H  -3.04  7.80  -2.65  0.072
H  -4.32  5.60  -1.08  0.138
H  -0.25  6.09  -1.16  0.071
H  -1.10  6.53  -2.65  0.087
H  -1.20  7.59  -1.24  0.086
C  -1.26  -2.06  -7.01  -0.071
N  -0.66  -0.85  -6.48  0.023
C  -0.11  -0.66  -5.26  -0.521
C  -0.09  -1.81  -4.29  0.012
O  0.37  0.43  -4.96  0.001
H  -0.71  -2.41  -7.88  0.087
H  -2.30  -1.89  -7.29  0.083
H  -1.23  -2.84  -6.26  0.071
H  -0.61  -0.05  -7.08  0.144
H  0.39  -1.48  -3.38  0.070
H  -1.11  -2.15  -4.06  0.089
H  0.46  -2.66  -4.71  0.091
C  4.07  0.63  -3.99  -0.063
N  3.37  0.31  -5.23  0.023
C  3.82  -0.39  -6.29  -0.557
C  5.23  -0.92  -6.22  -0.006
O  3.10  -0.60  -7.26  0.012
H  3.52  0.23  -3.14  0.053
H  4.15  1.71  -3.87  0.079
H  5.07  0.21  -4.00  0.078
H  2.41  0.64  -5.31  0.099
H  5.46  -1.45  -7.14  0.081
H  5.95  -0.10  -6.10  0.061
H  5.36  -1.59  -5.37  0.086
C  -2.01  -3.69  8.84  -0.084
N  -1.42  -4.50  7.79  0.019
C  -1.32  -5.85  7.76  -0.536
C  -1.84  -6.62  8.95  -0.024
O  -0.81  -6.42  6.81  0.013
H  -2.85  -3.11  8.47  0.082
H  -1.27  -3.00  9.26  0.081
H  -2.37  -4.32  9.65  0.065
H  -1.05  -4.00  6.98  0.093
H  -1.68  -7.67  8.78  0.074
H  -1.33  -6.34  9.87  0.068
H  -2.91  -6.44  9.09  0.084
C  6.27  3.99  -7.49  -0.078
N  6.76  2.95  -6.60  0.009
C  8.04  2.62  -6.30  -0.553
C  9.14  3.42  -6.96  -0.012
O  8.29  1.71  -5.53  0.031
H  5.65  4.71  -6.95  0.082
H  5.68  3.56  -8.30  0.085
H  7.11  4.52  -7.92  0.069
H  6.08  2.38  -6.13  0.123
H  10.09  3.03  -6.62  0.082
H  9.09  3.34  -8.05  0.083
H  9.07  4.48  -6.70  0.082
C  -9.62  7.27  -2.94  -0.075
N  -8.22  6.90  -3.04  0.010
C  -7.66  5.69  -2.79  -0.538
C  -8.57  4.57  -2.35  -0.007
O  -6.45  5.52  -2.93  0.022
H  -10.01  7.61  -3.90  0.085
H  -9.75  8.08  -2.21  0.084
H  -10.21  6.42  -2.61  0.071
H  -7.57  7.60  -3.34  0.139
H  -7.96  3.69  -2.20  0.084
H  -9.07  4.82  -1.42  0.086
H  -9.32  4.36  -3.10  0.086
C  2.26  -8.93  13.08  -0.082
N  1.08  -8.39  12.46  0.006
C  0.12  -9.05  11.76  -0.540
C  0.27  -10.54  11.60  -0.010
O  -0.83  -8.44  11.27  0.034
H  2.26  -8.75  14.16  0.082
H  3.17  -8.50  12.66  0.083
H  2.30  -10.01  12.93  0.069
H  0.92  -7.39  12.52  0.139
H  -0.57  -10.90  11.02  0.082
H  1.19  -10.79  11.07  0.084
H  0.28  -11.04  12.56  0.082

***

A cluster of 3 separate species, C30H68NO9P2 in total in a non-equilibrium geometry, computed with ωB97M-V/def2-TZVPD.

Properties
Energy above the lowest of the compared OMol25 structures with the same formula, charge and spin: 0.000 eV
Charge: +1

Last column: Löwdin charge in e.
Atoms and positions in Å:
C  -1.58  6.49  3.78  -0.110
O  -2.48  7.59  3.75  -0.179
C  -3.37  7.51  2.64  -0.221
C  -4.43  6.40  2.86  -0.171
C  -5.11  5.92  1.56  -0.183
C  -4.15  5.34  0.50  -0.210
C  -3.39  4.05  0.94  -0.202
C  -3.98  2.76  0.36  -0.191
C  -3.73  2.56  -1.17  -0.178
C  -2.23  2.51  -1.59  -0.182
C  -1.85  3.39  -2.80  -0.173
C  -2.46  4.82  -2.81  -0.175
C  -1.44  5.98  -2.99  -0.176
C  -0.81  6.50  -1.68  -0.136
C  -0.05  5.41  -0.90  -0.290
C  1.27  4.95  -1.56  -0.116
C  1.70  3.64  -0.84  -0.157
C  1.83  3.84  0.71  -0.133
C  0.70  4.70  1.34  -0.128
N  0.34  5.85  0.48  0.096
H  -1.85  5.83  4.61  0.101
H  -1.72  5.90  2.85  0.057
H  -0.53  6.83  3.85  0.088
H  -2.83  7.42  1.68  0.099
H  -3.90  8.47  2.64  0.133
H  -5.21  6.84  3.48  0.121
H  -4.05  5.54  3.42  0.101
H  -5.66  6.74  1.07  0.118
H  -5.82  5.11  1.82  0.119
H  -4.76  5.06  -0.38  0.104
H  -3.41  6.07  0.13  0.073
H  -2.31  4.17  0.76  0.063
H  -3.50  3.98  2.04  0.103
H  -3.67  1.87  0.93  0.115
H  -5.08  2.82  0.48  0.118
H  -4.17  1.57  -1.40  0.114
H  -4.34  3.29  -1.72  0.099
H  -2.03  1.47  -1.88  0.088
H  -1.62  2.68  -0.68  0.083
H  -2.13  2.86  -3.72  0.118
H  -0.75  3.51  -2.87  0.087
H  -3.10  5.04  -1.95  0.082
H  -3.12  4.88  -3.69  0.118
H  -2.01  6.83  -3.39  0.118
H  -0.67  5.78  -3.75  0.116
H  -0.08  7.27  -1.96  0.128
H  -1.53  6.99  -1.01  0.109
H  -0.68  4.52  -0.76  0.113
H  2.01  5.75  -1.42  0.132
H  1.06  4.78  -2.62  0.116
H  2.66  3.29  -1.23  0.122
H  0.91  2.89  -1.02  0.095
H  1.83  2.84  1.16  0.125
H  2.78  4.33  0.92  0.119
H  1.05  5.10  2.30  0.132
H  -0.15  4.05  1.56  0.126
H  -0.41  6.42  0.90  0.162
H  1.17  6.44  0.37  0.185
O  -2.09  -2.79  -2.55  -0.227
P  -0.64  -3.10  -2.72  0.590
O  -0.10  -1.84  -3.62  -0.198
C  -0.02  -0.55  -3.02  -0.298
C  1.23  -0.42  -2.17  -0.072
O  -0.73  -4.25  -3.88  -0.219
C  -1.89  -5.09  -3.99  -0.295
C  -2.75  -4.64  -5.15  -0.073
O  0.90  -3.58  -2.37  -0.208
C  1.07  -4.84  -1.67  -0.253
C  1.57  -5.91  -2.63  -0.061
H  -0.92  -0.36  -2.43  0.088
H  0.01  0.18  -3.83  0.119
H  1.18  -1.07  -1.30  0.071
H  1.35  0.61  -1.81  0.050
H  2.12  -0.70  -2.73  0.087
H  -2.45  -5.11  -3.06  0.106
H  -1.53  -6.11  -4.17  0.112
H  -3.05  -3.60  -5.04  0.074
H  -3.65  -5.25  -5.23  0.079
H  -2.19  -4.71  -6.09  0.079
H  0.15  -5.15  -1.18  0.118
H  1.82  -4.67  -0.89  0.109
H  0.76  -6.28  -3.25  0.062
H  1.98  -6.75  -2.08  0.081
H  2.33  -5.50  -3.30  0.088
O  2.63  -6.70  1.74  -0.236
P  3.87  -6.95  2.54  0.588
O  5.00  -7.25  1.40  -0.201
C  5.45  -6.17  0.59  -0.289
C  6.48  -5.31  1.31  -0.083
O  3.58  -8.50  3.01  -0.219
C  2.24  -8.98  3.17  -0.299
C  1.85  -9.85  2.00  -0.073
O  5.01  -6.81  3.73  -0.206
C  4.55  -6.70  5.10  -0.263
C  4.78  -8.01  5.83  -0.066
H  4.60  -5.56  0.26  0.101
H  5.90  -6.61  -0.30  0.119
H  6.02  -4.78  2.15  0.065
H  6.91  -4.57  0.64  0.077
H  7.28  -5.93  1.71  0.084
H  1.54  -8.16  3.30  0.104
H  2.21  -9.57  4.09  0.111
H  1.95  -9.31  1.05  0.073
H  0.83  -10.21  2.09  0.078
H  2.52  -10.72  1.93  0.080
H  3.50  -6.40  5.14  0.114
H  5.14  -5.91  5.57  0.115
H  4.02  -8.74  5.57  0.062
H  4.74  -7.85  6.91  0.081
H  5.75  -8.44  5.57  0.090

***

A cluster of 9 separate species, C30H69N3O24P6 in total in a non-equilibrium geometry, computed with ωB97M-V/def2-TZVPD.

Properties
Energy above the lowest of the compared OMol25 structures with the same formula, charge and spin: 0.979 eV
SMILES: COP(=O)(OC)OC.COP(=O)(OC)OC.COP(=O)(OC)OC.COP(=O)(OC)OC.COP(=O)(OC)OC.COP(=O)(OC)OC.c1cc[nH]c1.c1cc[nH]c1.c1cc[nH]c1

Last column: Löwdin charge in e.
Atoms and positions in Å:
C  1.71  2.77  -2.02  -0.072
O  2.04  4.10  -1.66  -0.203
P  1.05  5.22  -1.21  0.339
O  -0.24  5.34  -1.82  -0.204
O  0.90  5.08  0.36  -0.194
C  2.05  5.11  1.18  -0.096
O  2.09  6.40  -1.39  -0.213
C  1.63  7.69  -1.21  -0.117
H  1.61  2.11  -1.16  0.054
H  2.64  2.47  -2.65  0.108
H  0.87  2.77  -2.69  0.078
H  1.76  5.51  2.12  0.081
H  2.77  5.85  0.84  0.086
H  2.37  4.13  1.35  0.045
H  1.91  8.02  -0.23  0.087
H  0.56  7.72  -1.49  0.097
H  2.17  8.32  -1.91  0.092
C  7.86  1.55  -3.56  -0.104
O  6.93  2.53  -3.11  -0.244
P  5.60  2.01  -2.36  0.369
O  5.83  1.05  -1.29  -0.213
O  4.99  3.42  -1.99  -0.200
C  4.81  3.71  -0.59  -0.090
O  4.65  1.45  -3.51  -0.220
C  4.61  2.23  -4.75  -0.069
H  8.06  0.84  -2.71  0.099
H  8.81  2.08  -3.80  0.094
H  7.47  1.00  -4.43  0.089
H  4.37  4.78  -0.56  0.104
H  5.70  3.80  0.01  0.084
H  4.06  3.08  -0.04  0.070
H  3.96  3.07  -4.62  0.085
H  4.26  1.49  -5.44  0.080
H  5.54  2.56  -5.22  0.091
C  -1.31  -6.88  1.09  -0.122
O  -0.58  -5.68  1.22  -0.220
P  -1.23  -4.25  0.77  0.403
O  -1.61  -4.18  -0.63  -0.207
O  -2.44  -4.04  1.79  -0.244
C  -3.76  -4.64  1.43  -0.016
O  -0.12  -3.28  1.35  -0.220
C  0.48  -3.47  2.62  -0.081
H  -2.07  -6.87  0.26  0.109
H  -1.78  -7.15  2.08  0.108
H  -0.71  -7.71  0.85  0.062
H  -4.60  -4.22  1.97  0.086
H  -3.65  -5.68  1.68  0.062
H  -3.87  -4.48  0.35  0.076
H  1.39  -4.10  2.59  0.105
H  -0.27  -3.94  3.28  0.069
H  0.79  -2.48  2.96  0.081
C  -2.26  -3.71  5.03  -0.129
O  -1.60  -2.49  4.78  -0.248
P  -2.39  -1.23  4.07  0.439
O  -3.82  -1.39  3.74  -0.218
O  -1.31  -1.02  2.94  -0.238
C  -1.74  -0.58  1.64  -0.058
O  -2.07  0.03  4.98  -0.218
C  -3.13  0.61  5.72  -0.102
H  -2.60  -3.72  6.10  0.095
H  -1.44  -4.49  5.10  0.099
H  -3.04  -3.84  4.22  0.091
H  -1.93  0.52  1.69  0.076
H  -2.66  -1.03  1.31  0.059
H  -0.93  -0.93  0.98  0.091
H  -3.78  1.19  5.04  0.092
H  -2.71  1.28  6.49  0.103
H  -3.78  -0.07  6.16  0.060
C  3.83  -0.52  0.07  -0.083
O  2.76  -0.63  1.03  -0.202
P  2.47  0.73  1.76  0.321
O  2.38  1.91  0.91  -0.214
O  3.51  0.89  2.97  -0.222
C  3.82  -0.20  3.85  -0.076
O  1.16  0.33  2.49  -0.219
C  0.51  1.42  3.24  -0.036
H  4.16  0.51  -0.06  0.046
H  3.36  -0.84  -0.88  0.098
H  4.67  -1.11  0.34  0.083
H  4.61  -0.66  3.35  0.060
H  2.87  -0.81  3.94  0.101
H  4.13  0.08  4.90  0.109
H  -0.05  1.00  4.08  0.075
H  -0.18  1.97  2.62  0.070
H  1.24  2.15  3.64  0.098
C  -3.54  -1.55  -1.72  -0.041
O  -4.45  -2.50  -1.06  -0.246
P  -6.02  -2.25  -1.09  0.315
O  -6.71  -3.48  -0.74  -0.230
O  -6.36  -1.01  -0.16  -0.233
C  -6.08  -1.15  1.31  -0.033
O  -6.32  -1.60  -2.52  -0.223
C  -6.11  -2.39  -3.73  -0.083
H  -2.54  -1.80  -1.47  0.055
H  -3.83  -0.59  -1.35  0.060
H  -3.74  -1.61  -2.87  0.114
H  -6.68  -0.39  1.88  0.108
H  -5.01  -1.00  1.40  0.041
H  -6.22  -2.20  1.62  0.080
H  -5.52  -1.70  -4.33  0.082
H  -7.08  -2.50  -4.23  0.098
H  -5.63  -3.33  -3.69  0.079
C  -2.89  2.97  1.74  -0.105
C  -3.58  2.30  0.65  -0.122
C  -3.27  2.94  -0.52  -0.183
N  -2.43  3.94  -0.23  0.027
C  -2.19  3.97  1.11  -0.148
H  -2.83  2.70  2.79  0.090
H  -4.26  1.46  0.67  0.085
H  -3.69  2.79  -1.50  0.116
H  -1.95  4.51  -0.97  0.137
H  -1.72  4.82  1.63  0.120
C  3.24  -4.17  -2.22  -0.111
C  2.58  -4.34  -3.50  -0.106
C  1.32  -3.85  -3.34  -0.154
N  1.12  -3.46  -2.02  0.035
C  2.33  -3.61  -1.36  -0.154
H  4.28  -4.32  -1.94  0.089
H  3.08  -4.63  -4.41  0.083
H  0.52  -3.78  -4.04  0.100
H  0.19  -3.41  -1.59  0.103
H  2.50  -3.43  -0.32  0.093
C  0.46  -0.06  -3.45  -0.085
C  -0.67  0.52  -4.18  -0.110
C  -1.47  1.13  -3.33  -0.157
N  -0.97  0.92  -2.05  0.039
C  0.23  0.25  -2.17  -0.191
H  1.36  -0.54  -3.87  0.111
H  -0.77  0.54  -5.25  0.094
H  -2.31  1.73  -3.48  0.092
H  -1.28  1.43  -1.26  0.108
H  0.80  0.18  -1.22  0.119

***

A cluster of 7 separate species, C30H69NO10 in total in a non-equilibrium geometry, computed with ωB97M-V/def2-TZVPD.

Properties
SMILES: C=COC(=O)ON(C)C(C)=O.CCOCC.CCOCC.CCOCC.CCOCC.CCOCC.CCOCC

Last column: Löwdin charge in e.
Atoms and positions in Å:
C  2.66  -1.24  -3.61  0.027
C  3.16  -2.34  -3.07  -0.193
O  2.56  -2.97  -1.99  0.027
C  3.00  -4.29  -1.90  -0.533
O  2.62  -5.06  -2.68  0.207
O  3.88  -4.63  -0.89  0.092
N  4.32  -3.45  -0.27  -0.147
C  3.65  -3.21  1.01  -0.026
C  5.77  -3.39  -0.18  -0.418
C  6.45  -2.40  -1.16  0.028
O  6.43  -4.02  0.57  0.139
H  2.19  -0.45  -3.01  0.069
H  2.70  -1.06  -4.69  0.064
H  4.10  -2.78  -3.43  0.133
H  3.75  -4.02  1.75  0.099
H  3.98  -2.25  1.45  0.110
H  2.57  -3.07  0.77  0.091
H  5.73  -1.58  -1.34  0.081
H  7.39  -2.01  -0.74  0.071
H  6.57  -2.95  -2.11  0.093
C  0.23  -4.17  5.58  -0.079
C  0.44  -3.13  4.49  -0.277
O  1.17  -3.61  3.37  -0.171
C  0.59  -4.70  2.67  -0.281
C  -0.79  -4.39  2.10  -0.078
H  1.19  -4.56  5.92  0.081
H  -0.29  -3.73  6.43  0.077
H  -0.36  -5.01  5.22  0.065
H  1.03  -2.30  4.90  0.118
H  -0.51  -2.70  4.17  0.107
H  0.56  -5.59  3.31  0.109
H  1.27  -4.93  1.85  0.103
H  -1.51  -4.16  2.88  0.067
H  -1.17  -5.25  1.54  0.080
H  -0.74  -3.53  1.43  0.082
C  -4.24  -2.07  -0.55  -0.077
C  -4.27  -2.55  0.88  -0.278
O  -3.56  -1.71  1.78  -0.165
C  -4.01  -0.37  1.87  -0.278
C  -5.45  -0.23  2.33  -0.072
H  -3.21  -1.98  -0.90  0.083
H  -4.77  -2.76  -1.20  0.080
H  -4.71  -1.09  -0.66  0.053
H  -3.80  -3.53  0.94  0.112
H  -5.30  -2.68  1.23  0.107
H  -3.85  0.15  0.91  0.099
H  -3.35  0.12  2.59  0.109
H  -6.14  -0.70  1.64  0.066
H  -5.72  0.82  2.42  0.078
H  -5.58  -0.71  3.30  0.082
C  -3.61  4.77  -2.93  -0.075
C  -3.32  3.97  -1.67  -0.284
O  -4.39  3.10  -1.30  -0.164
C  -4.76  2.12  -2.26  -0.273
C  -3.63  1.16  -2.61  -0.077
H  -4.51  5.37  -2.80  0.083
H  -2.77  5.45  -3.14  0.078
H  -3.76  4.14  -3.80  0.056
H  -3.18  4.65  -0.83  0.113
H  -2.39  3.40  -1.77  0.106
H  -5.16  2.60  -3.15  0.104
H  -5.57  1.55  -1.81  0.115
H  -2.79  1.68  -3.07  0.067
H  -3.98  0.41  -3.32  0.081
H  -3.26  0.66  -1.72  0.063
C  -7.08  3.62  -7.55  -0.079
C  -6.03  4.32  -6.70  -0.281
O  -4.88  3.54  -6.46  -0.175
C  -4.14  3.13  -7.60  -0.279
C  -3.62  4.29  -8.44  -0.079
H  -7.38  2.68  -7.08  0.082
H  -7.96  4.25  -7.67  0.078
H  -6.71  3.38  -8.54  0.065
H  -6.46  4.54  -5.72  0.117
H  -5.76  5.29  -7.14  0.107
H  -4.74  2.45  -8.21  0.106
H  -3.30  2.56  -7.23  0.118
H  -4.43  4.90  -8.85  0.065
H  -3.04  3.91  -9.28  0.077
H  -2.99  4.94  -7.84  0.081
C  8.22  -2.81  2.81  -0.078
C  9.16  -2.23  1.77  -0.278
O  8.87  -0.88  1.44  -0.169
C  8.94  0.06  2.50  -0.282
C  10.30  0.15  3.16  -0.081
H  7.19  -2.75  2.47  0.060
H  8.46  -3.86  3.00  0.084
H  8.28  -2.28  3.77  0.068
H  9.06  -2.80  0.85  0.107
H  10.20  -2.32  2.09  0.107
H  8.16  -0.15  3.24  0.107
H  8.70  1.03  2.06  0.117
H  10.59  -0.80  3.62  0.065
H  10.30  0.91  3.93  0.077
H  11.07  0.40  2.42  0.081
C  -1.07  3.53  6.15  -0.081
C  -0.86  4.57  5.07  -0.283
O  -0.14  4.08  3.94  -0.160
C  -0.73  3.00  3.25  -0.278
C  -2.10  3.31  2.68  -0.072
H  -0.11  3.13  6.50  0.081
H  -1.59  3.97  7.00  0.076
H  -1.66  2.68  5.80  0.064
H  -0.26  5.39  5.47  0.117
H  -1.81  5.00  4.75  0.105
H  -0.76  2.11  3.88  0.105
H  -0.05  2.76  2.42  0.119
H  -2.82  3.54  3.46  0.068
H  -2.48  2.45  2.12  0.062
H  -2.05  4.17  2.01  0.080

***

HOMO in eV, matching the order above: -8.37; -11.46; -7.84; -9.08